24
Properties=species:S:1:pos:R:3 method="wB97M-V/def2-TZVPD" spin_multiplicity=1 de_lowest_kcal_mol=41.5 homo_energy_ha=-0.4436 largest_force_ev_per_a=6.031 lumo_energy_ev=-2.8 charge=+1 mol_weight_da=166.20
H -4.805 0.680 -0.707
H -1.118 0.988 2.372
H 1.819 -0.898 3.862
C -3.743 0.498 -0.639
C 0.390 0.254 1.049
H 1.907 0.953 2.938
H 2.094 -0.422 -2.565
C -1.724 0.337 0.596
C 2.127 0.036 2.291
N -0.788 0.512 1.563
H 2.782 0.090 1.513
C -1.811 -0.377 -1.772
C -1.102 -0.030 -0.556
O 2.015 -1.065 2.992
H -3.527 0.934 1.456
N 2.204 0.257 -1.843
H 1.843 1.157 -2.136
N 0.261 -0.064 -0.237
C -3.094 0.527 0.594
H 3.176 0.381 -1.632
H -1.282 -0.664 -2.664
H -3.713 -0.253 -2.626
H 1.142 0.007 -1.032
C -3.146 -0.011 -1.764

---

24
Properties=species:S:1:pos:R:3 method="wB97M-V/def2-TZVPD" smiles=Nc1nc(N)c2c(n1)CCCC2 spin_multiplicity=1 de_lowest_kcal_mol=85.2 homo_energy_ha=-0.2979 largest_force_ev_per_a=8.200 lumo_energy_ev=0.9 mol_weight_da=164.21
H -4.395 -0.942 0.576
H 3.577 0.817 -0.377
H 1.580 1.468 -1.167
H 2.759 0.110 1.199
H 0.941 -2.853 0.059
N -3.615 -1.278 -0.144
N -2.467 0.661 0.026
H -2.465 3.036 0.452
C -0.036 0.647 -0.103
H 1.650 2.094 0.358
C -0.253 -0.802 -0.135
H 1.980 -0.506 -1.405
H 0.916 -1.586 1.411
N -1.543 2.704 -0.148
H -0.562 2.930 0.092
C 0.918 -1.654 0.311
H -3.466 -2.402 0.068
N -1.323 -1.569 -0.265
C 1.519 1.153 -0.082
C -1.301 1.278 -0.012
C 2.229 -1.089 -0.380
C 2.658 0.279 0.158
C -2.450 -0.707 -0.133
H 3.149 -1.789 -0.361

---

23
Properties=species:S:1:pos:R:3 method="wB97M-V/def2-TZVPD" spin_multiplicity=1 de_lowest_kcal_mol=107.3 homo_energy_ha=-0.5072 largest_force_ev_per_a=3.913 lumo_energy_ev=-5.1 charge=+1 mol_weight_da=154.19
H -2.044 1.144 -1.518
H 1.075 -1.074 0.866
H 0.802 1.018 -2.386
C -1.645 0.399 -0.910
H -0.026 1.424 -0.173
C -0.136 0.311 -0.525
H -2.629 0.614 2.383
O 1.949 -0.348 -1.253
H -2.036 -0.532 -1.147
C 0.873 0.391 -1.466
H -3.448 1.103 0.394
H -0.467 -1.713 0.265
C 0.007 -0.769 0.640
H 3.906 -1.917 -1.168
H -0.029 0.199 2.693
C 4.028 -1.073 -1.756
C -2.342 0.859 0.362
O -1.629 1.811 1.051
C -0.617 -0.377 1.955
H -1.121 -1.254 2.296
C -1.820 0.469 1.678
N 3.151 -0.183 -1.981
H 4.968 -0.805 -2.314

---

25
Properties=species:S:1:pos:R:3 method="wB97M-V/def2-TZVPD" spin_multiplicity=1 de_lowest_kcal_mol=85.5 homo_energy_ha=-0.1262 largest_force_ev_per_a=2.139 lumo_energy_ev=3.6 charge=-1 mol_weight_da=202.25
C -1.479 2.195 0.760
H -2.278 -0.232 0.512
O 3.864 -1.645 1.065
H 3.044 -3.773 0.391
H -2.553 3.250 -0.818
C 2.113 -2.224 -0.669
O 0.985 2.225 1.875
H -2.078 2.083 1.673
C -1.203 -0.209 0.301
H 2.522 -4.251 -1.241
N -0.570 1.066 0.613
C -0.529 0.537 -0.794
C 2.257 -3.669 -0.356
C -1.492 1.464 -1.546
O 1.249 0.017 1.598
C 0.722 1.112 1.466
H -0.673 -1.058 0.721
S 2.894 -1.033 0.139
H -0.864 3.093 0.858
H 1.330 -4.081 0.051
H -0.894 2.170 -2.132
H 1.375 -1.884 -1.373
H -2.115 0.900 -2.246
C -2.336 2.226 -0.507
H -3.292 1.721 -0.341

---

26
Properties=species:S:1:pos:R:3 method="wB97M-V/def2-TZVPD" spin_multiplicity=1 de_lowest_kcal_mol=0.0 homo_energy_ha=-0.4533 largest_force_ev_per_a=0.927 lumo_energy_ev=-4.2 charge=+1 mol_weight_da=218.25
H 0.956 4.169 2.335
H -1.508 3.757 1.419
H -1.246 -0.920 2.022
C -0.120 -1.246 0.051
C -0.120 -3.989 -0.733
H 0.791 2.589 2.654
H 1.372 4.153 0.010
C 0.574 -2.922 -1.538
H -0.361 2.753 -2.315
N 0.269 3.439 2.469
H -1.277 -4.366 1.077
H -0.190 1.615 -0.948
O 1.178 -3.345 -2.625
C -0.793 -2.309 0.869
H 1.246 2.334 -1.673
C -0.574 3.230 1.323
H -0.720 2.176 1.136
H 1.065 -0.863 -1.732
H 1.030 -4.314 -2.670
C -0.793 -3.594 0.497
C 0.207 2.492 -1.438
S 0.094 3.891 -0.305
O -0.080 -5.124 -1.153
O -1.386 -1.883 1.979
C 0.567 -1.633 -1.160
O -0.181 -0.087 0.452

---

24
Properties=species:S:1:pos:R:3 method="wB97M-V/def2-TZVPD" smiles="CCS[P@](N)(=O)c1ccccc1" spin_multiplicity=1 de_lowest_kcal_mol=0.0 homo_energy_ha=-0.3146 largest_force_ev_per_a=2.877 lumo_energy_ev=0.3 mol_weight_da=201.23
C -2.122 -0.973 -0.571
H 3.652 -0.047 -1.727
O -0.966 2.154 -1.498
H -1.078 -1.292 -0.600
H -2.882 -2.834 -1.313
H 2.464 -1.328 2.176
C 2.282 -0.740 1.289
C 0.902 0.766 0.046
H -1.182 3.737 0.699
H 4.077 -1.372 0.309
N -0.496 3.024 0.911
C -3.048 -2.170 -0.465
C 2.946 -0.025 -0.909
C 1.137 0.030 1.196
H -2.855 -2.720 0.455
P -0.613 1.744 -0.147
H 1.576 1.305 -1.905
C 3.185 -0.766 0.238
H -2.340 -0.383 -1.464
H 0.409 0.051 1.995
H -4.089 -1.850 -0.466
H -0.443 2.816 1.898
S -2.309 0.138 0.869
C 1.794 0.735 -1.015